Computed, not measured: a cluster of 6 separate species, C5H23NO5 in total in a non-equilibrium geometry, with ωB97M-V/def2-TZVPD.

Structure (XYZ):
```
34
C5H23NO5 ωB97M-V/def2-TZVPD
C 0.24478 -1.11080 0.88914
N 0.70443 -0.55264 -0.34413
C 1.44202 0.70190 -0.16247
C 0.65432 1.91671 -0.73865
C 1.19035 2.23964 -2.18253
C 0.94282 3.13120 0.18230
H -0.10214 -0.55980 1.83747
H -0.29302 -2.04039 0.66328
H 1.18874 -1.44779 1.44988
H -0.12243 -0.42494 -1.00261
H 1.78353 0.86914 0.87292
H 2.34316 0.68319 -0.66911
H -0.35891 1.59635 -0.97347
H 0.50957 2.60101 -2.94801
H 1.81261 3.11514 -2.38101
H 1.61722 1.37443 -2.60226
H 1.95744 3.36268 0.02249
H 0.51269 4.07206 -0.31763
H 0.62186 3.01368 1.19593
O 2.67929 -0.68832 2.91966
H 3.26361 -1.46822 3.10516
H 2.89532 -0.01528 3.61280
O -4.43220 1.21672 0.08226
H -4.23241 1.86207 0.75786
H -4.19584 1.50308 -0.79144
O -2.70223 -0.34374 2.47303
H -2.41702 -0.40404 1.54594
H -3.48764 0.14909 2.59156
O 1.01654 -1.99844 -2.80375
H 1.20999 -1.74791 -1.83973
H 0.73558 -2.93318 -2.59136
O -0.96879 -3.71430 -0.76103
H -0.99667 -2.79994 -0.38129
H -0.83814 -3.56875 -1.69056
```

Values from the calculation:
relative energy (zero: lowest compared OMol25 entry of this formula, charge and spin)	54.1	kcal per mole
HOMO-LUMO gap	9.22	eV
HOMO energy	-8.905	eV
E	-635.1482	hartree

---

Computed, not measured: a structure of composition C37H52HfN2O3S, with ωB97M-V/def2-TZVPD.

Structure (XYZ):
```
96
C37H52HfN2O3S ωB97M-V/def2-TZVPD
Hf 0.09167 -0.62593 -0.00143
C 1.40002 -2.53652 -1.10039
C 1.17138 -1.42345 -2.17343
C 0.74648 -2.07433 -3.48209
C 2.38805 -0.48499 -2.22939
C 3.20739 -0.58929 -3.33563
C 4.34242 0.20143 -3.43923
C 4.66304 1.04010 -2.39877
C 3.89497 1.14437 -1.23059
C 4.55226 2.00270 -0.14139
C 4.33511 1.57006 1.30230
C 4.36517 3.51284 -0.33259
C 2.70767 0.40784 -1.17454
N 1.76036 0.52160 -0.05836
C 1.30407 1.88196 0.23414
C 0.86096 2.31345 1.63375
C 0.78290 3.63839 1.75861
C -0.44809 4.41931 1.97660
C -1.62910 3.93025 1.59204
C -1.88866 2.45523 1.45445
C -1.01228 1.48779 0.58680
N -1.66373 0.31078 0.03992
C -3.00840 0.32227 -0.52863
C -3.93029 -0.58966 0.02854
C -5.25630 -0.55902 -0.37743
C -5.68143 0.33935 -1.33882
C -4.74658 1.14791 -1.94703
C -3.39082 1.15379 -1.59478
C -2.52156 2.02285 -2.50849
C -2.29302 3.44686 -1.98823
C -1.26170 1.32878 -3.04143
C -3.55451 -1.67245 1.02872
C -3.22485 -1.13379 2.42073
C -2.52080 -2.65169 0.47273
H 0.55943 -3.23510 -1.01797
H 1.68745 -2.19781 -0.08350
H 2.27537 -3.09545 -1.41942
H 0.25411 -0.81776 -1.97072
H 1.48371 -2.81707 -3.78423
H 0.64566 -1.32929 -4.26825
H -0.21002 -2.58416 -3.36009
H 2.96554 -1.27040 -4.13961
H 4.97376 0.14176 -4.31571
H 5.57487 1.62543 -2.45664
H 5.61320 1.82675 -0.32343
H 3.37139 1.86919 1.71052
H 5.09595 2.04011 1.92831
H 4.44353 0.48900 1.41920
H 3.38573 3.86737 -0.00408
H 4.48784 3.80696 -1.37555
H 5.10696 4.05537 0.25536
H 1.91099 2.61975 -0.26895
H 1.58813 4.21881 1.31222
H -0.35447 5.47786 2.18424
H -2.48934 4.58519 1.52597
H -2.94776 2.23885 1.33111
H -5.96052 -1.25484 0.06379
H -6.71987 0.37765 -1.64083
H -5.06295 1.80209 -2.75125
H -3.15273 2.15286 -3.38666
H -1.65887 3.49572 -1.10882
H -3.25000 3.91598 -1.74814
H -1.81705 4.05555 -2.76050
H -0.42789 1.36529 -2.34112
H -0.92156 1.83176 -3.94885
H -1.47980 0.29010 -3.31297
H -4.44795 -2.28572 1.14654
H -2.51977 -0.30033 2.39390
H -2.85504 -1.92914 3.08252
H -4.12020 -0.73698 2.90114
H -1.63957 -2.14228 0.05570
H -2.91387 -3.21962 -0.37194
H -2.16103 -3.35794 1.22274
C -0.36653 -0.05024 4.19325
C 0.29637 0.06556 2.83468
C 1.79192 -0.01336 3.04774
O -0.09725 -1.18713 2.03421
C -0.22099 1.33487 2.02326
O -1.36320 1.82612 2.67004
O -0.05826 1.95614 -0.36922
H -0.11565 -1.02672 4.61075
H -1.44265 0.08497 4.17318
H 0.05514 0.71690 4.84111
H 2.00068 -0.87632 3.67989
H 2.10626 0.88614 3.57612
H 2.37667 -0.08841 2.13794
H -0.98716 -1.45835 2.33466
C -0.77781 -6.01306 0.07745
S 0.07036 -4.89388 1.20699
C 1.47607 -5.94084 1.64979
H -0.11292 -6.34053 -0.72101
H -1.62625 -5.49016 -0.36312
H -1.14883 -6.88308 0.61596
H 1.12077 -6.87560 2.08025
H 2.06446 -5.41461 2.39982
H 2.10370 -6.15273 0.78553
```

Values from the calculation:
relative energy (zero: lowest compared OMol25 entry of this formula, charge and spin)	194.0	kcal per mole
HOMO-LUMO gap	7.19	eV
net charge	+2
HOMO energy	-13.662	eV
E	-2221.8742	hartree

---

Computed, not measured: a cluster of 2 separate species, C4H9OS in total in a non-equilibrium geometry, with ωB97M-V/def2-TZVPD.

Structure (XYZ):
```
15
C4H9OS ωB97M-V/def2-TZVPD
C 1.41609 -0.91646 0.57851
O 0.05023 -1.22390 0.76824
C 1.70501 0.53700 0.96032
C 2.31634 0.89250 2.07959
H 1.68838 -1.04588 -0.46900
H 2.00953 -1.62862 1.23726
H -0.50896 -0.75862 0.05211
H 1.32529 1.26151 0.23947
H 2.48979 1.94619 2.28992
H 2.70541 0.14010 2.80807
C -2.79851 0.03137 -1.41433
S -1.02195 0.42505 -1.32811
H -3.08664 -0.32552 -2.41712
H -3.07063 -0.74766 -0.65414
H -3.43641 0.88243 -1.20727
```

Values from the calculation:
relative energy (zero: lowest compared OMol25 entry of this formula, charge and spin)	19.0	kcal per mole
HOMO-LUMO gap	6.80	eV
net charge	-1
HOMO energy	-2.840	eV
E	-631.2268	hartree

---

Computed, not measured: a cluster of 12 separate species, C22H69NO12 in total in a non-equilibrium geometry, with ωB97M-V/def2-TZVPD.

Structure (XYZ):
```
104
C22H69NO12 ωB97M-V/def2-TZVPD
C -4.84523 5.12475 -8.72313
O -4.21385 3.94725 -8.69650
C -3.14868 3.99656 -7.82551
C -2.55409 2.55789 -7.69827
C -1.42873 2.38633 -6.65666
N -1.98288 2.07787 -8.99093
H -4.22269 5.98081 -8.98334
H -5.61790 5.29034 -7.97236
H -5.46594 5.05141 -9.61613
H -2.36955 4.72509 -8.04977
H -3.59273 4.29229 -6.87501
H -3.33879 1.85395 -7.42112
H -1.26373 1.32388 -6.47758
H -1.93456 2.75004 -5.76225
H -0.46079 2.86616 -6.80139
H -1.52257 2.88441 -9.38807
H -2.72415 1.80462 -9.62017
C -3.89379 -4.17920 -4.25160
C -2.53623 -4.77296 -4.18573
O -2.15491 -4.87793 -2.84338
H -4.64639 -4.79352 -3.75734
H -4.10204 -4.08693 -5.31753
H -4.05409 -3.19574 -3.80976
H -1.78887 -4.22149 -4.75620
H -2.61764 -5.77291 -4.61186
H -1.92992 -4.07848 -2.36187
C 0.96731 -0.62413 1.51346
C 0.51043 -0.52244 0.06277
O -0.91620 -0.74994 0.02545
H 1.12627 -1.65670 1.82430
H 0.41245 0.04702 2.16905
H 2.00109 -0.30058 1.63476
H 1.08061 -1.23051 -0.53858
H 0.71204 0.41029 -0.46398
H -1.24959 0.14446 0.12792
C 4.09627 4.78966 -3.06958
C 3.48275 6.09330 -3.75266
O 3.50156 7.23449 -2.95694
H 4.48197 4.05813 -3.77964
H 3.37972 4.35356 -2.37354
H 4.97724 5.00513 -2.46498
H 2.42713 5.85567 -3.88427
H 4.03775 6.30146 -4.66739
H 3.32132 7.94321 -3.57889
C 2.57459 -7.57011 1.90396
C 2.94810 -7.62051 0.47842
O 2.32805 -8.73783 -0.12023
H 1.60534 -7.14371 2.16249
H 3.33302 -7.01400 2.45499
H 2.45855 -8.53596 2.39565
H 4.01231 -7.75583 0.28545
H 2.49726 -6.73940 0.02181
H 1.37079 -8.67303 -0.08767
C -5.88705 3.79611 -2.16185
C -4.77216 4.47759 -1.39625
O -3.78772 3.59976 -0.87525
H -6.66019 4.38893 -2.65063
H -6.47312 3.18640 -1.47419
H -5.48983 3.07910 -2.88033
H -5.30950 4.94745 -0.57249
H -4.35155 5.27523 -2.00859
H -3.35676 4.07988 -0.16436
C 7.85052 -0.70763 2.83152
C 8.26734 0.73635 2.69596
O 7.75840 1.49401 1.58323
H 8.00756 -1.00520 3.86829
H 8.48155 -1.38376 2.25468
H 6.79985 -0.76435 2.54696
H 9.35402 0.72945 2.61122
H 8.10865 1.26834 3.63398
H 8.23567 2.32696 1.57962
C 2.01720 -4.92363 7.23064
C 2.49228 -4.18249 8.43173
O 1.57952 -3.13533 8.44940
H 1.94600 -4.26122 6.36795
H 1.09516 -5.46953 7.43050
H 2.73076 -5.70281 6.96267
H 3.53064 -3.87667 8.30375
H 2.49488 -4.75871 9.35696
H 1.95268 -2.39478 8.93307
C -3.69655 -5.04534 5.12223
C -4.28483 -6.40809 5.02895
O -3.24556 -7.40496 4.97447
H -4.49052 -4.30041 5.06937
H -2.98884 -4.75672 4.34510
H -3.12925 -4.94790 6.04785
H -4.93083 -6.46997 4.15319
H -4.99061 -6.65535 5.82195
H -2.96403 -7.53096 4.06537
C 2.85496 5.14115 3.72806
C 2.81271 6.51488 4.34932
O 1.88584 6.48544 5.37219
H 3.36348 5.11148 2.76441
H 1.83885 4.80545 3.52087
H 3.29970 4.34496 4.32504
H 2.50137 7.29587 3.65563
H 3.77953 6.82828 4.74320
H 1.61778 7.40352 5.45510
O -6.17701 -2.36886 0.52107
H -5.29735 -2.05652 0.30925
H -6.06571 -3.30487 0.68759
O -0.62904 3.43120 7.41099
H -0.19094 4.12027 6.91150
H -0.55490 2.65166 6.86049
```

Values from the calculation:
relative energy (zero: lowest compared OMol25 entry of this formula, charge and spin)	127.5	kcal per mole
HOMO-LUMO gap	9.36	eV
HOMO energy	-9.311	eV
E	-1836.9784	hartree

---

Computed, not measured: a cluster of 2 separate species, C5H11NO2 in total in a non-equilibrium geometry, with ωB97M-V/def2-TZVPD.

Structure (XYZ):
```
19
C5H11NO2 ωB97M-V/def2-TZVPD
C 0.89470 -0.48275 1.89924
N 0.15007 -1.00552 1.03006
C -1.23086 -0.50340 0.88253
C -1.38066 0.79026 0.07359
C -0.41047 0.95839 -1.10594
C 1.02125 1.36784 -0.91003
O 1.58900 1.59198 0.12157
H 0.58133 0.34143 2.54704
H 1.87326 -0.92085 2.08106
H -1.73809 -0.43331 1.84384
H -1.65214 -1.29738 0.28716
H -2.36168 0.88453 -0.37637
H -1.22583 1.63734 0.74025
H -0.38924 0.03121 -1.69417
H -0.84263 1.71178 -1.77248
H 1.50956 1.59982 -1.88020
O 1.06643 -2.33143 -1.43158
H 2.01099 -2.24164 -1.37558
H 0.53500 -1.69829 -0.95999
```

Values from the calculation:
relative energy (zero: lowest compared OMol25 entry of this formula, charge and spin)	53.2	kcal per mole
HOMO-LUMO gap	10.48	eV
HOMO energy	-9.668	eV
E	-402.2934	hartree

---

Q: What is the E in the fourth record?
A: -1836.9784 hartree

---

Q: The lowest HOMO-LUMO gap belongs to which entry?
A: C4H9OS

---

Q: The lowest HOMO energy belongs to which entry?
A: C37H52HfN2O3S